Molecular formula: C60H65N3O35
Method: DFT, ωB97M-V with the def2-TZVPD basis set

XYZ file:
```
163
Properties=species:S:1:pos:R:3:forces:R:3:mulliken_charge:R:1
O 14.798 17.378 14.840 -1.208 2.067 -1.466 -0.87
C 10.699 13.358 15.786 1.691 -0.681 -1.176 0.12
C 20.211 11.992 14.201 1.790 1.238 2.350 0.56
H 16.879 15.154 11.522 -0.332 0.194 -0.797 -0.02
H 13.282 14.917 7.870 0.551 -0.182 0.614 0.44
O 14.968 18.684 19.289 -0.416 0.593 -0.871 -0.67
C 14.552 16.189 9.073 0.032 2.324 -0.017 0.75
O 19.436 10.420 23.907 0.400 0.407 -0.819 -0.68
H 19.624 12.041 25.194 0.198 0.742 -0.692 0.38
C 15.337 16.617 15.578 0.559 -3.048 0.918 0.99
H 16.576 9.911 15.309 -0.199 0.573 -0.461 -0.19
H 16.707 9.990 20.328 0.140 -0.490 -0.146 0.02
O 17.208 13.561 17.582 -0.979 1.112 0.002 -0.65
H 16.348 8.021 21.695 -0.361 0.076 -0.449 0.38
H 15.027 12.004 9.269 -0.725 0.146 -0.156 0.42
H 14.769 13.193 16.489 0.421 0.610 -0.358 1.04
C 14.711 13.780 9.031 -0.027 0.667 1.336 0.10
H 21.413 10.543 15.363 0.421 -1.777 -0.471 0.79
H 10.491 19.196 16.485 0.131 0.626 -0.694 0.45
C 9.182 11.504 16.016 -0.909 1.687 1.097 0.05
O 20.819 13.817 20.084 0.019 0.136 1.201 -0.75
C 11.570 17.731 17.342 -1.598 -0.627 0.292 0.56
C 15.781 13.879 10.131 -0.495 -0.194 0.546 0.77
O 8.167 10.818 16.524 0.522 -0.306 -1.065 -0.64
H 17.918 15.168 18.528 0.479 -0.477 0.034 0.16
H 19.226 10.651 19.094 0.638 0.932 0.149 0.11
H 11.594 13.577 19.111 -1.259 -0.626 -1.498 0.68
O 19.673 13.889 12.974 0.758 -0.321 4.169 -0.76
O 19.899 11.399 13.112 -1.182 -0.997 -1.746 -0.63
H 10.644 14.863 22.141 0.087 0.548 0.803 0.32
C 14.693 13.646 20.585 2.657 -0.313 1.277 0.21
C 17.868 19.623 12.806 -2.513 1.201 0.958 0.40
H 20.634 8.873 17.685 0.230 0.003 0.237 0.31
C 19.566 10.876 21.589 -0.250 -1.374 -0.389 -0.66
O 16.111 12.799 10.614 0.208 0.964 -0.500 -0.67
C 13.706 13.229 19.600 -1.592 0.090 -0.336 1.47
H 15.294 18.215 9.981 -0.607 -0.324 -0.678 0.44
H 17.420 12.256 14.740 0.698 0.527 1.744 0.03
H 14.492 8.637 19.739 -0.226 0.337 0.008 0.24
O 14.157 17.295 8.648 0.086 -2.070 0.379 -0.73
O 11.265 14.387 16.110 -0.551 0.179 0.215 -0.11
C 12.118 19.123 17.154 2.054 0.096 0.287 0.54
H 16.740 17.928 16.614 0.011 0.317 -0.008 0.80
O 13.859 14.972 14.711 0.065 0.196 -0.096 -0.66
O 18.849 9.110 18.713 0.407 0.079 -0.049 -0.48
O 14.328 12.545 8.801 0.934 -0.369 -0.227 -0.62
H 17.697 7.608 20.770 0.533 -0.256 -0.168 0.39
O 11.289 19.830 16.429 -0.536 0.020 0.293 -0.67
C 17.424 18.551 13.464 1.364 -1.896 -0.957 -0.58
C 20.195 13.517 22.422 0.745 0.602 0.130 -1.05
C 21.181 12.322 16.399 0.577 -0.724 -0.987 0.60
C 16.510 9.067 19.744 -0.357 -0.350 -0.468 0.88
H 10.336 14.661 10.614 0.153 0.273 -0.192 0.38
H 11.073 18.182 12.982 -0.884 -0.227 -0.275 0.45
C 20.107 14.278 15.370 -0.085 2.261 -1.232 -0.38
H 14.987 16.927 19.545 -0.312 -0.832 -0.049 0.46
O 16.756 10.950 13.445 -0.433 -0.700 -0.365 -0.38
H 14.426 10.926 12.445 -0.009 0.275 -0.267 0.12
H 12.891 13.883 14.444 -0.422 -0.413 -0.608 -0.04
O 10.713 14.459 21.280 0.273 -0.087 -0.601 -0.54
C 13.016 14.628 21.969 0.599 2.688 1.901 0.80
H 15.708 12.662 14.279 0.547 -0.974 0.049 0.25
H 11.625 13.908 11.590 0.597 -0.696 -0.145 0.20
H 14.183 9.363 12.416 0.354 -1.564 -0.860 0.30
H 12.928 8.917 14.876 0.345 0.454 0.235 0.33
H 14.893 10.101 19.009 -0.507 0.084 0.038 0.15
H 16.467 9.020 13.837 0.096 -0.556 -0.448 0.43
C 15.245 14.186 16.394 0.196 -2.115 1.124 -1.04
O 15.950 13.283 20.244 -0.292 0.775 1.063 -0.15
H 11.252 10.962 13.201 -0.166 0.088 0.295 0.44
C 18.831 19.716 11.683 1.527 -1.565 -0.453 0.56
C 19.579 8.734 17.511 -1.177 0.701 -0.212 -0.73
O 14.077 12.491 18.708 -0.270 -0.090 -0.362 -0.43
C 9.707 10.883 14.791 1.076 -1.662 -1.811 1.22
O 10.413 17.593 16.877 1.672 -0.041 0.637 -0.75
C 12.001 14.251 21.000 -0.831 -1.267 -1.473 0.54
H 13.308 19.247 13.470 0.084 0.518 0.849 0.39
H 17.216 8.013 17.998 0.267 0.857 0.455 0.37
C 19.382 18.438 11.197 -0.071 0.962 0.039 -1.13
O 21.963 12.033 17.281 -0.068 -0.346 0.389 -0.63
C 15.595 16.323 10.195 -0.255 -0.272 -1.602 0.44
C 20.338 13.138 20.966 -1.007 -0.918 0.705 0.48
H 14.303 10.956 14.848 0.519 -0.821 -0.417 -0.85
O 17.816 16.061 18.163 -0.938 0.436 -1.009 -0.79
C 9.599 12.717 16.463 -0.076 -0.492 0.029 -1.45
O 12.694 15.477 22.830 0.158 -1.737 -1.001 -0.65
C 19.994 13.533 14.183 -1.384 -1.153 -4.309 0.71
H 11.459 16.145 14.282 0.167 0.312 0.365 0.34
C 11.342 12.623 14.527 -0.409 0.559 0.052 0.41
C 10.816 11.477 14.058 -0.792 -0.680 0.380 -0.52
H 19.285 9.862 21.299 -0.009 0.131 0.488 0.49
H 13.108 16.495 14.359 -0.228 -0.352 -0.360 -0.40
C 19.668 11.215 22.990 -1.143 -1.059 1.252 0.89
O 12.333 13.199 13.875 0.062 0.339 1.391 -0.01
C 14.022 18.515 18.529 -0.385 -1.052 -0.021 0.76
N 13.999 10.162 12.950 0.506 2.232 0.669 -0.50
H 9.154 13.202 17.324 0.045 -0.051 -0.066 0.58
O 20.611 14.232 17.639 -0.578 1.809 -0.941 -0.58
H 11.725 16.906 10.944 -0.057 -0.406 0.019 0.59
H 17.176 9.787 17.780 -0.262 -0.084 0.210 -0.19
C 13.367 19.450 17.605 0.186 0.091 0.789 -1.29
H 19.324 7.692 17.333 0.237 -0.124 -0.293 0.44
H 19.300 11.981 12.559 0.960 -0.245 0.646 0.34
O 17.273 20.791 13.050 0.947 1.356 -1.319 -0.63
O 19.608 11.589 19.288 -0.523 -1.176 0.714 0.06
H 8.111 10.118 15.784 -0.322 -0.041 1.015 0.41
H 17.692 21.383 12.338 -0.530 -0.351 1.301 0.40
C 12.348 16.721 17.996 -1.725 -1.304 -0.388 0.51
C 16.895 15.916 17.193 0.730 -1.529 1.270 -0.33
C 19.765 11.746 20.600 0.802 1.799 -0.530 0.63
H 20.873 13.710 18.410 0.380 -0.801 0.322 0.33
C 13.104 18.600 12.655 0.310 -0.964 -1.698 -0.99
O 10.880 15.606 12.397 0.295 1.247 -0.285 -0.40
C 14.024 8.841 14.814 -1.025 -1.562 0.133 -1.57
H 13.929 20.382 17.504 -0.734 -0.032 -0.269 0.47
H 13.979 17.956 12.477 0.171 0.768 -0.099 -0.07
C 19.016 17.279 11.798 0.359 2.490 -0.370 0.26
H 19.960 15.372 15.313 -0.271 -0.781 0.231 0.45
C 11.983 17.621 12.901 0.850 -0.578 1.568 0.10
O 9.169 9.799 14.487 0.356 1.273 0.214 -0.72
H 9.901 13.868 12.124 0.834 0.234 -0.353 0.16
H 12.819 15.836 11.851 0.801 0.256 0.261 0.04
C 14.401 14.250 21.762 -0.591 -0.118 -0.894 -0.97
H 19.101 15.519 12.189 0.471 -0.828 0.275 0.28
C 20.949 11.463 15.233 -1.500 2.448 0.036 -1.39
H 11.963 15.694 18.084 0.093 0.651 -0.309 0.02
C 11.943 16.465 11.932 -1.959 0.004 -0.571 -0.33
N 12.147 16.913 14.249 0.297 0.401 -0.826 0.76
H 14.115 7.944 14.141 0.595 0.708 0.611 0.35
O 19.156 20.839 11.311 -0.487 -0.584 -0.076 -0.67
C 16.451 14.411 17.063 1.053 0.353 0.406 1.18
C 13.482 17.064 18.584 0.783 1.439 -0.505 -0.24
H 15.082 14.687 22.473 0.410 -0.342 -0.038 0.51
C 14.783 15.124 15.555 -0.614 1.857 -0.931 -0.02
C 19.888 12.623 23.393 0.556 1.069 0.193 0.12
C 16.194 15.197 10.652 0.193 -0.017 0.970 -0.02
H 14.428 8.663 15.783 0.169 -0.761 0.958 0.37
C 16.173 9.960 14.267 0.037 0.107 0.129 -0.55
H 17.030 12.971 13.209 -0.060 -0.780 0.289 -0.64
C 16.646 7.819 20.654 0.153 0.394 0.404 -1.59
O 17.907 16.227 13.450 -0.992 -1.970 1.280 -0.02
N 15.138 9.133 19.143 1.412 -0.318 0.327 -0.57
C 10.708 14.452 11.617 -1.520 -0.393 0.473 -0.59
O 15.871 17.604 10.451 1.109 -1.209 1.595 -0.33
C 16.380 16.924 16.480 0.623 0.233 0.543 -0.59
H 12.095 17.546 15.028 -0.565 0.253 0.211 0.08
H 20.499 14.529 22.719 -0.244 -0.348 -0.346 0.46
C 17.446 9.000 18.502 -0.900 -0.833 -0.801 -0.30
O 19.534 16.120 11.543 -0.261 -0.114 -0.333 -0.53
H 15.998 12.926 19.343 -0.291 -0.004 -0.290 -0.11
C 18.052 17.310 12.965 -0.079 1.415 0.138 1.11
H 19.277 9.367 16.619 0.167 -0.627 1.024 0.15
C 20.577 13.682 16.471 -0.093 -0.769 1.152 0.69
C 12.342 13.703 19.813 1.076 0.287 1.460 -1.76
O 14.292 16.266 19.209 0.918 0.467 0.835 -0.19
H 16.652 18.479 14.236 0.406 0.365 -0.498 -0.02
C 16.697 12.229 13.978 -0.508 2.015 -1.396 0.48
H 12.864 19.228 11.759 0.280 -0.643 0.660 0.52
H 16.154 6.880 20.322 0.126 0.822 -0.202 0.40
O 19.827 12.907 24.741 -0.090 -1.097 -1.645 -0.59
C 14.661 10.055 14.267 -1.711 0.915 -0.616 2.05
C 14.096 14.899 8.621 -0.770 0.285 -1.324 -0.90
H 20.154 18.507 10.443 -0.059 -0.189 -0.082 0.50
```
Forces are in eV/Å.

gap between HOMO and LUMO = 6.71 eV
maximum force = 4.67 eV/Å
E_LUMO = -2.1 eV
E_HOMO = -8.8 eV